Here is a 2-piece molecular cluster, C40H57BN2O7P overall from the Open Molecules 2025 dataset. Energies are from wB97M-V/def2-TZVPD.

Last column: Mulliken charge in e.
CARTESIAN COORDINATES (ANGSTROEM)
C  1.203  -4.859  2.459  -1.4216
C  1.552  -3.937  1.427  -0.6290
C  2.097  -3.062  0.110  0.7440
C  1.737  -1.523  0.613  0.0064
C  1.894  -1.335  2.263  -0.1581
C  2.064  0.309  2.520  -0.3633
C  0.707  1.069  2.005  -0.3640
N  0.814  2.587  2.250  -0.0070
C  -0.541  3.127  2.655  -0.7742
C  1.265  3.129  0.896  0.4341
C  2.670  2.677  0.130  -0.5060
O  0.532  4.062  0.234  -0.5330
N  3.610  -3.259  -0.123  0.9103
C  4.411  -3.998  0.925  -0.5416
C  6.025  -4.071  0.650  -0.5829
C  6.663  -2.774  -0.121  -0.3836
C  6.429  -1.333  0.628  0.4851
O  6.786  -0.227  -0.081  -0.5801
O  5.840  -1.126  1.964  -0.4415
C  3.715  -3.688  -1.583  -0.8219
C  2.255  -3.399  -2.346  0.0534
C  2.457  -1.844  -2.823  -0.8851
C  1.184  -1.186  -3.619  -0.0424
C  1.809  -0.253  -4.832  -0.3980
C  0.641  0.135  -5.916  -0.8488
C  1.186  -3.724  -1.105  0.0747
B  1.003  -5.387  -1.127  0.5849
O  -0.043  -6.109  -0.336  -0.7299
O  1.855  -6.281  -1.988  -0.4220
C  1.062  -7.419  -2.491  -0.6695
P  -0.618  -3.148  -1.350  -0.0527
C  -1.551  -2.924  0.314  0.1524
C  -2.672  -1.718  0.100  -0.8050
C  -1.614  -4.287  -2.516  -0.5050
C  -0.989  -4.464  -4.021  -0.7191
H  0.732  -5.365  3.403  0.3881
H  2.440  -0.700  0.143  -0.0091
H  0.635  -1.193  0.368  -0.4192
H  0.905  -1.626  2.848  0.3665
H  2.864  -1.826  2.695  0.0501
H  3.051  0.617  1.972  -0.1926
H  2.210  0.411  3.700  0.3241
H  0.503  0.968  0.839  0.1407
H  -0.252  0.599  2.526  0.4423
H  -1.348  3.107  1.778  0.1783
H  -1.010  2.454  3.521  0.3222
H  -0.489  4.235  3.094  0.3060
H  2.471  1.773  -0.624  -0.0720
H  3.030  3.617  -0.505  0.3534
H  3.537  2.450  0.886  0.2636
H  3.923  -2.264  -0.176  0.6492
H  4.039  -5.130  1.007  0.3024
H  4.264  -3.453  1.976  0.2114
H  6.543  -4.105  1.725  0.3479
H  6.259  -5.110  0.153  0.3654
H  6.335  -2.647  -1.238  0.1473
H  7.844  -2.946  -0.149  0.4283
H  5.745  -0.112  2.044  0.3640
H  4.002  -4.837  -1.532  0.2955
H  4.495  -3.167  -2.283  0.3723
H  2.136  -4.058  -3.325  0.5782
H  2.765  -1.097  -1.976  -0.0850
H  3.366  -1.845  -3.598  0.5067
H  0.364  -1.945  -3.967  -0.0967
H  0.648  -0.424  -2.875  0.1351
H  2.646  -0.829  -5.413  0.2691
H  2.328  0.675  -4.323  0.2748
H  1.108  0.031  -6.988  0.2684
H  -0.247  -0.620  -5.752  0.2353
H  0.255  1.244  -5.754  0.2488
H  -0.480  -5.499  0.327  0.2341
H  0.950  -8.306  -1.702  0.2659
H  0.022  -7.126  -2.951  0.1723
H  1.694  -7.892  -3.384  0.2260
H  -2.039  -3.934  0.721  0.3635
H  -0.857  -2.546  1.202  -0.0192
H  -2.166  -0.647  -0.008  0.1736
H  -3.399  -1.613  1.041  0.3396
H  -3.299  -1.905  -0.899  0.2488
H  -2.681  -3.773  -2.657  0.3686
H  -1.860  -5.359  -2.054  0.3891
H  -1.034  -5.625  -4.290  0.2692
H  -1.737  -3.945  -4.792  0.2870
H  0.117  -4.104  -4.149  0.1315
C  -3.499  6.215  -0.737  -0.6047
C  -3.196  5.118  0.070  -0.2154
C  -3.836  4.957  1.299  -0.4377
C  -4.775  5.903  1.730  0.1877
C  -5.060  7.012  0.935  0.1284
C  -4.429  7.162  -0.307  -0.5604
C  -6.011  8.042  1.401  0.6206
O  -6.265  9.014  0.701  -0.6668
C  -6.645  7.886  2.725  0.1794
C  -7.505  8.883  3.204  -0.5394
C  -8.119  8.738  4.450  -0.4600
C  -7.885  7.595  5.214  -0.4660
C  -7.025  6.603  4.742  -0.5440
C  -6.396  6.754  3.499  0.1940
C  -5.461  5.715  3.024  0.5539
O  -5.251  4.713  3.697  -0.6895
H  -3.006  6.335  -1.699  0.3972
H  -2.461  4.386  -0.260  0.2793
H  -3.598  4.096  1.921  0.5247
H  -4.656  8.019  -0.940  0.4642
H  -7.695  9.777  2.612  0.4538
H  -8.782  9.516  4.823  0.3967
H  -8.369  7.478  6.182  0.3900
H  -6.843  5.716  5.346  0.4430

Properties
* net charge: +1
* molecular weight: 719.69 g/mol
* max |F|: 10.21 eV Å⁻¹
* frontier orbital gap: 8.069 eV
* HOMO level: -10.565 eV
* lowest unoccupied orbital energy: -2.5 eV

---

Here is one molecule with the formula H2S from the Open Molecules 2025 dataset. Energies are from wB97M-V/def2-TZVPD.

Last column: natural (NBO) charge in e.
CARTESIAN COORDINATES (ANGSTROEM)
S  0.328  -0.501  0.053  -0.2897
H  -0.736  -0.035  0.740  0.1460
H  0.408  0.536  -0.793  0.1437

Properties
* ΔE to the lowest compared entry with this formula, charge and spin: 0.3 kcal/mol
* molecular weight: 34.08 g/mol
* max |F|: 0.39 eV Å⁻¹
* frontier orbital gap: 10.837 eV
* HOMO level: -9.810 eV
* lowest unoccupied orbital energy: 1.0 eV

---

Here is C2HBrCl2F2 as an isolated structure from the Open Molecules 2025 dataset. Energies are from wB97M-V/def2-TZVPD.

Last column: natural (NBO) charge in e.
CARTESIAN COORDINATES (ANGSTROEM)
C  -0.050  -1.115  -0.606  -0.2561
C  -0.820  -0.207  0.054  0.3350
F  1.030  1.640  0.857  -0.5756
F  -1.074  -0.120  1.354  -0.2733
Cl  0.422  -1.086  -2.337  0.0448
Cl  -1.651  0.843  -1.075  0.0148
Br  0.698  -2.527  0.324  0.1322
H  1.445  2.571  1.430  0.5781

Properties
* ΔE to the lowest compared entry with this formula, charge and spin: 59.6 kcal/mol
* molecular weight: 213.84 g/mol
* max |F|: 6.55 eV Å⁻¹
* frontier orbital gap: 9.039 eV
* HOMO level: -9.195 eV
* lowest unoccupied orbital energy: -0.2 eV

---

Here is one molecule with the formula C4H3N3O5 from the Open Molecules 2025 dataset. Energies are from wB97M-V/def2-TZVPD.

Last column: natural (NBO) charge in e.
CARTESIAN COORDINATES (ANGSTROEM)
C  -1.593  -0.422  0.738  0.1981
C  0.564  2.050  -0.556  -0.1383
C  0.076  0.768  -0.972  0.1840
C  -0.230  -0.505  0.289  -0.0152
N  -2.637  -0.438  1.195  -0.2023
N  -0.381  -1.961  -0.441  0.5505
N  0.800  -0.655  1.342  0.5023
O  0.241  -2.853  0.068  -0.2884
O  0.507  -0.229  2.444  -0.3446
O  -1.072  -1.880  -1.459  -0.3560
O  1.927  -0.945  1.050  -0.3082
O  1.323  1.050  -1.217  -0.4132
H  0.313  2.937  -1.203  0.1930
H  0.816  2.530  0.374  0.2244
H  -0.655  0.553  -1.653  0.2138

Properties
* ΔE to the lowest compared entry with this formula, charge and spin: 145.9 kcal/mol
* molecular weight: 173.08 g/mol
* max |F|: 5.82 eV Å⁻¹
* frontier orbital gap: 10.730 eV
* HOMO level: -11.685 eV
* lowest unoccupied orbital energy: -1.0 eV

---

Here is C22H62NO15S11 as an isolated structure from the Open Molecules 2025 dataset. Energies are from wB97M-V/def2-TZVPD.

Last column: Mulliken charge in e.
CARTESIAN COORDINATES (ANGSTROEM)
C  -0.038  1.718  0.111  0.0323
O  0.202  1.010  1.374  -0.2012
C  1.247  0.019  1.177  -0.3653
S  0.527  -1.570  0.527  1.0759
O  0.089  -2.353  1.761  -0.7901
O  -0.752  -1.355  -0.276  -0.5537
N  1.633  -2.574  -0.295  -0.5520
S  2.891  -1.685  -1.001  1.1104
O  3.710  -2.676  -1.818  -0.7734
O  3.868  -1.086  -0.001  -0.6463
C  2.296  -0.422  -2.242  -0.3827
C  3.125  0.930  -2.221  -0.0830
O  3.380  1.610  -1.222  -0.2632
H  0.486  2.726  0.074  0.1262
H  -1.153  1.797  -0.101  0.2320
H  0.389  1.080  -0.722  -0.3011
H  2.027  0.503  0.513  0.2734
H  1.691  -0.139  2.219  0.2461
H  2.460  -0.877  -3.280  0.3995
H  1.165  -0.269  -2.164  0.0840
H  3.527  1.325  -3.223  0.3125
C  -1.709  -1.593  3.825  -0.6784
S  -2.755  -0.195  4.280  0.4044
O  -2.104  1.045  3.756  -0.5535
C  -2.413  -0.280  6.051  -0.3937
H  -1.736  -1.709  2.743  0.1514
H  -0.682  -1.409  4.143  0.2555
H  -2.093  -2.500  4.297  0.4002
H  -1.341  -0.178  6.227  0.0972
H  -2.771  -1.236  6.445  0.0827
H  -2.942  0.537  6.545  0.3676
C  -5.787  -4.086  7.765  -0.9671
S  -4.558  -2.943  8.429  0.4930
O  -3.478  -2.806  7.408  -0.6485
C  -3.949  -4.054  9.714  -0.9857
H  -6.275  -3.611  6.913  0.3183
H  -5.301  -5.006  7.438  0.3093
H  -6.532  -4.306  8.532  0.3706
H  -3.579  -4.976  9.264  0.3133
H  -4.754  -4.275  10.416  0.3727
H  -3.135  -3.557  10.242  0.3154
C  -4.537  -1.241  -1.284  -1.1421
S  -3.358  -0.487  -2.423  0.8569
O  -4.039  0.682  -3.064  -0.6891
C  -3.368  -1.840  -3.618  -0.9248
H  -4.715  -0.546  -0.463  0.3206
H  -5.477  -1.443  -1.801  0.3948
H  -4.117  -2.168  -0.888  0.3602
H  -4.381  -2.005  -3.987  0.3613
H  -2.988  -2.744  -3.142  0.0166
H  -2.719  -1.571  -4.451  0.3930
C  -4.015  3.863  -3.027  -0.9439
S  -2.233  3.656  -2.839  0.4186
O  -2.009  2.679  -1.732  -0.5028
C  -1.927  5.309  -2.180  -0.9781
H  -4.432  2.926  -3.397  0.2826
H  -4.465  4.105  -2.062  0.2780
H  -4.215  4.659  -3.747  0.4137
H  -2.509  5.459  -1.269  0.3083
H  -2.198  6.055  -2.928  0.3790
H  -0.864  5.397  -1.949  0.3112
C  6.533  4.996  -0.777  -1.0930
S  4.827  4.403  -0.811  0.6505
O  3.969  5.537  -1.279  -0.6056
C  4.636  4.284  0.979  -0.9686
H  6.855  5.178  -1.803  0.3121
H  6.594  5.926  -0.207  0.3193
H  7.173  4.236  -0.326  0.3997
H  4.816  5.258  1.438  0.3813
H  5.339  3.547  1.371  0.3751
H  3.618  3.963  1.196  0.2428
C  0.480  2.152  5.853  -0.8456
S  1.712  3.296  6.507  0.4527
O  2.791  3.428  5.484  -0.6035
C  2.323  2.189  7.797  -0.9396
H  -0.011  2.621  5.000  0.3599
H  0.963  1.229  5.530  0.3057
H  -0.263  1.938  6.624  0.3069
H  2.691  1.264  7.349  0.2975
H  1.519  1.972  8.502  0.3442
H  3.139  2.687  8.321  0.3210
C  4.327  8.345  -2.041  -0.8934
S  2.764  8.983  -2.674  0.5247
O  2.869  9.031  -4.164  -0.6392
C  2.992  10.668  -2.063  -0.9002
H  4.420  7.302  -2.339  0.2060
H  5.158  8.918  -2.457  0.4517
H  4.332  8.409  -0.952  0.3334
H  3.909  11.093  -2.477  0.2758
H  3.043  10.656  -0.973  0.3248
H  2.139  11.269  -2.379  0.3174
C  -2.700  -5.577  -4.212  -0.8536
S  -1.520  -4.820  -5.350  0.5384
O  -2.201  -3.655  -5.992  -0.6152
C  -1.523  -6.173  -6.542  -0.7803
H  -2.883  -4.884  -3.392  0.2536
H  -3.638  -5.783  -4.730  0.2963
H  -2.279  -6.503  -3.815  0.3882
H  -2.537  -6.342  -6.913  0.3436
H  -1.143  -7.077  -6.067  0.1674
H  -0.874  -5.903  -7.374  0.3288
C  3.038  -8.731  -7.081  -0.9239
S  1.313  -9.263  -7.105  0.4467
O  0.497  -8.113  -7.597  -0.5521
C  1.119  -9.335  -5.311  -0.9428
H  3.367  -8.583  -8.110  0.3103
H  3.130  -7.793  -6.531  0.3060
H  3.650  -9.503  -6.613  0.3624
H  1.333  -8.358  -4.874  0.3004
H  1.795  -10.087  -4.902  0.3902
H  0.089  -9.615  -5.087  0.3030

Properties
* net charge: -1
* molecular weight: 933.47 g/mol
* max |F|: 5.80 eV Å⁻¹
* frontier orbital gap: 7.286 eV
* HOMO level: -5.671 eV
* lowest unoccupied orbital energy: 1.6 eV

---

Here is C2H6N as an isolated structure from the Open Molecules 2025 dataset. Energies are from wB97M-V/def2-TZVPD.

Last column: natural (NBO) charge in e.
CARTESIAN COORDINATES (ANGSTROEM)
C  0.954  -0.357  0.025  -0.2260
C  -1.013  -0.319  0.035  -0.1919
N  -0.045  0.729  -0.001  -0.5502
H  1.269  -0.907  0.939  0.2794
H  1.366  -0.480  -0.989  0.2468
H  -1.257  -0.601  -0.968  0.2515
H  -1.295  -0.751  1.013  0.2746
H  0.007  1.458  0.821  0.4609
H  0.015  1.228  -0.875  0.4550

Properties
* ΔE to the lowest compared entry with this formula, charge and spin: 59.6 kcal/mol
* net charge: +1
* molecular weight: 44.08 g/mol
* max |F|: 4.83 eV Å⁻¹
* frontier orbital gap: 10.709 eV
* HOMO level: -15.324 eV
* lowest unoccupied orbital energy: -4.6 eV

---

Here is an isolated ion of composition C5H10NO and charge -1 from the Open Molecules 2025 dataset. Energies are from wB97M-V/def2-TZVPD.

Last column: natural (NBO) charge in e.
CARTESIAN COORDINATES (ANGSTROEM)
C  -1.595  1.337  -0.423  -0.0262
O  -2.320  2.184  0.344  -0.9722
C  -0.565  0.536  0.454  -0.0713
C  0.537  -0.080  -0.439  -0.4641
C  1.181  -1.369  -0.016  -0.1270
C  1.430  -2.375  -0.847  -0.4526
N  0.058  1.391  1.476  -0.8865
H  -1.064  1.862  -1.248  0.0880
H  -2.293  0.519  -0.772  0.0885
H  -1.079  -0.281  0.965  0.1406
H  0.186  -0.313  -1.458  0.1854
H  1.260  0.730  -0.581  0.2237
H  1.494  -1.363  1.025  0.1838
H  1.093  -2.581  -1.854  0.1876
H  2.054  -3.216  -0.530  0.1709
H  -0.504  2.216  1.628  0.3985
H  0.128  0.801  2.278  0.3330

Properties
* ΔE to the lowest compared entry with this formula, charge and spin: 17.7 kcal/mol
* net charge: -1
* molecular weight: 100.14 g/mol
* max |F|: 2.23 eV Å⁻¹
* frontier orbital gap: 6.107 eV
* HOMO level: -2.384 eV
* lowest unoccupied orbital energy: 3.7 eV

---

Here is a 2-piece molecular cluster, C19H41INO5PSi overall from the Open Molecules 2025 dataset. Energies are from wB97M-V/def2-TZVPD.

Last column: natural (NBO) charge in e.
CARTESIAN COORDINATES (ANGSTROEM)
C  1.930  4.247  2.640  -0.2517
C  1.509  3.930  1.563  0.0064
C  0.746  3.814  0.305  -0.4946
C  -0.514  4.727  0.258  -0.3822
C  -1.781  4.057  -0.313  -0.8685
Si  -2.465  2.553  0.625  1.3328
C  -4.266  2.332  0.061  -0.8618
C  -4.954  1.200  0.880  -0.4040
C  -6.311  0.843  0.237  -0.3999
C  -7.084  -0.129  1.131  -0.2162
N  -7.433  0.533  2.416  -0.8321
C  -1.562  0.967  0.069  -0.8904
C  -1.016  0.102  1.233  -0.0556
O  0.204  0.593  1.743  -0.5526
C  1.318  -0.196  1.363  -0.0560
C  2.507  0.182  2.244  -0.6241
P  -2.560  2.754  2.855  0.4906
O  -1.151  3.470  3.384  -0.9821
I  -4.291  4.448  3.370  -0.1593
H  2.266  4.471  3.623  0.2291
H  1.438  4.157  -0.475  0.2303
H  0.551  2.761  0.089  0.2310
H  -0.257  5.572  -0.391  0.2029
H  -0.664  5.161  1.249  0.2243
H  -2.580  4.813  -0.277  0.2398
H  -1.678  3.795  -1.375  0.2296
H  -4.862  3.239  0.205  0.2402
H  -4.289  2.016  -0.990  0.2286
H  -4.327  0.302  0.968  0.1893
H  -5.130  1.576  1.896  0.2055
H  -6.069  0.370  -0.724  0.1949
H  -6.901  1.747  0.066  0.2099
H  -7.976  -0.516  0.630  0.1920
H  -6.448  -1.000  1.359  0.1607
H  -8.152  -0.050  2.839  0.3525
H  -6.642  0.420  3.042  0.3493
H  -2.290  0.331  -0.459  0.2372
H  -0.789  1.190  -0.675  0.2371
H  -0.915  -0.934  0.883  0.1693
H  -1.772  0.094  2.029  0.1824
H  1.141  -1.267  1.527  0.1631
H  1.542  0.012  0.304  0.1603
H  3.332  -0.517  2.058  0.2048
H  2.864  1.186  2.008  0.2230
H  2.224  0.078  3.293  0.2167
H  -1.385  4.034  4.133  0.4975
C  4.934  -4.646  -4.817  -0.2505
O  4.283  -4.838  -3.577  -0.5478
C  5.110  -5.300  -2.523  -0.0886
C  5.058  -4.426  -1.279  -0.0793
O  5.526  -3.092  -1.402  -0.5391
C  4.838  -2.187  -2.252  -0.0798
C  3.406  -1.832  -1.882  -0.0891
O  2.521  -2.938  -1.910  -0.5475
C  1.795  -3.164  -0.720  -0.2490
H  4.743  -5.500  -5.475  0.1748
H  4.517  -3.753  -5.288  0.1833
H  6.012  -4.503  -4.710  0.1699
H  6.149  -5.411  -2.850  0.1701
H  4.741  -6.293  -2.239  0.1793
H  5.729  -4.891  -0.550  0.1866
H  4.070  -4.447  -0.820  0.1729
H  4.910  -2.511  -3.291  0.1742
H  5.411  -1.257  -2.197  0.1872
H  3.046  -1.109  -2.623  0.1793
H  3.393  -1.337  -0.905  0.1679
H  2.287  -2.737  0.157  0.1679
H  1.716  -4.243  -0.568  0.1852
H  0.785  -2.754  -0.817  0.1719

Properties
* ΔE to the lowest compared entry with this formula, charge and spin: 0.0 kcal/mol
* molecular weight: 549.50 g/mol
* max |F|: 2.18 eV Å⁻¹
* frontier orbital gap: 8.003 eV
* HOMO level: -8.003 eV
* lowest unoccupied orbital energy: 0.0 eV